{
  "formula": "C30H56N2O8S7",
  "method": "ωB97M-V/def2-TZVPD",
  "elements": ["S", "S", "S", "S", "S", "S", "S", "O", "O", "O", "O", "O", "O", "O", "O", "N", "N", "C", "C", "C", "C", "C", "C", "C", "C", "C", "C", "C", "C", "C", "C", "C", "C", "C", "C", "C", "C", "C", "C", "C", "C", "C", "C", "C", "C", "C", "C", "H", "H", "H", "H", "H", "H", "H", "H", "H", "H", "H", "H", "H", "H", "H", "H", "H", "H", "H", "H", "H", "H", "H", "H", "H", "H", "H", "H", "H", "H", "H", "H", "H", "H", "H", "H", "H", "H", "H", "H", "H", "H", "H", "H", "H", "H", "H", "H", "H", "H", "H", "H", "H", "H", "H", "H"],
  "positions_angstrom": [[-4.41414, -7.33895, -5.27826], [-6.27687, 0.32693, 1.05076], [-3.38269, 2.81942, -2.71664], [-2.26690, -2.73015, -2.86344], [-7.19776, -3.93139, -3.07422], [9.77045, 3.63517, 7.58494], [5.27005, 3.57811, 6.48487], [-5.15647, -8.59845, -4.96617], [-5.95470, -4.50061, -3.67847], [-0.16473, 0.79789, 2.00842], [9.01921, 2.37642, 7.88605], [6.32569, 3.85685, 5.46012], [-2.13639, 2.87738, -3.54034], [-2.04579, -2.00273, -4.15189], [-5.03112, 0.38690, 0.22522], [3.06134, 2.40093, 3.57597], [1.68710, 1.80687, 0.76198], [3.34682, -0.21827, -1.51511], [2.61410, 1.03910, -2.12226], [1.28098, 0.80113, -2.93837], [11.48258, 3.17317, 7.24166], [-3.94138, -2.34684, -2.30660], [5.78835, 3.86674, 1.01010], [2.97838, 2.42772, 0.90830], [1.80776, 1.74870, 3.37827], [-3.55718, 4.41238, -1.88347], [5.06902, 1.78685, 6.58045], [3.16460, 2.52192, -1.90320], [3.74017, 2.80676, -0.43051], [-6.45123, 1.91857, 1.88525], [-5.89429, -0.62317, 2.53842], [-8.08402, -5.28756, -2.27754], [-2.70196, -7.79369, -5.63342], [-8.38815, -3.69032, -4.41091], [0.65437, -0.61748, -3.15862], [2.73809, -1.65987, -1.72393], [6.02864, 3.76766, 8.11255], [-3.00267, 1.87031, -1.22880], [-4.83497, -6.86581, -6.96901], [0.52356, 2.09362, -3.56408], [1.39229, -1.83103, -2.52227], [9.36667, 4.11893, 5.89462], [1.10961, 1.46678, 2.01605], [5.14121, 3.51748, -0.37500], [-2.59652, -4.45895, -3.26644], [3.61547, 2.72370, 2.28831], [5.02746, 3.44905, 2.28582], [-3.39437, -4.52317, -4.00846], [-2.15624, -6.91515, -5.98280], [0.26404, 2.75610, -2.65673], [4.02443, 2.67109, -2.66233], [-4.21916, -6.01790, -7.27428], [-8.49937, -4.61421, -4.98175], [-2.81582, 0.83502, -1.51704], [-4.18303, -2.95385, -1.43219], [12.03540, 4.05036, 6.90097], [-0.31793, -0.66004, -3.75160], [-8.21435, -6.11182, -2.98125], [-5.88632, -6.57660, -6.99469], [11.51178, 2.39095, 6.48080], [-7.28260, 1.87118, 2.59067], [9.99025, 4.96535, 5.59961], [6.79958, 4.40671, 1.11932], [11.93124, 2.79897, 8.16320], [4.31617, -0.13678, -0.90044], [-6.65827, 2.68159, 1.13362], [-2.88237, -4.99637, -2.36059], [-4.38964, 4.36595, -1.17894], [3.26163, -2.57780, -1.26689], [-8.01601, -2.90181, -5.06674], [-6.74409, -0.58752, 3.22247], [-4.67414, -7.70935, -7.64313], [-3.76269, 5.17504, -2.63588], [6.03965, 1.31101, 6.73460], [-3.98305, -1.29044, -2.03497], [4.39372, 1.53931, 7.40149], [6.27787, 4.82017, 8.25778], [-9.05592, -4.93310, -1.92951], [-2.63321, 4.66123, -1.35784], [-9.35003, -3.38841, -3.99263], [9.52900, 3.27804, 5.21780], [2.39820, 3.34878, -2.12482], [5.50617, 3.69120, 3.31113], [1.31643, 2.68055, -4.16901], [1.25522, 1.39430, 4.32941], [-5.52681, 2.16762, 2.40989], [-5.00444, -0.21590, 3.02216], [-5.70720, -1.65814, 2.24854], [5.73485, 3.80245, -1.31293], [-3.85287, 1.90627, -0.54540], [8.31733, 4.41336, 5.86050], [5.32034, 3.45470, 8.88172], [0.97656, -2.89722, -2.61742], [-2.67418, -8.57961, -6.39075], [-4.65462, -2.54304, -3.10908], [4.63868, 1.43756, 5.64046], [-2.24438, -8.16093, -4.71355], [-0.37663, 1.81725, -4.20275], [-0.84820, 1.46046, 2.25985], [-2.11234, 2.27742, -0.74426], [6.93932, 3.16803, 8.17431], [-7.49711, -5.62925, -1.42400], [-1.68452, -4.89778, -3.67480]],
  "lowdin_charge": [0.79, 0.83, 0.83, 0.81, 0.81, 0.81, 0.83, -0.56, -0.57, -0.02, -0.57, -0.58, -0.57, -0.55, -0.57, 0.08, 0.16, -0.04, -0.14, -0.14, -0.27, -0.26, -0.06, -0.11, -0.03, -0.27, -0.26, -0.15, -0.09, -0.27, -0.27, -0.26, -0.27, -0.26, -0.03, -0.08, -0.27, -0.27, -0.26, -0.10, -0.08, -0.26, -0.25, -0.02, -0.27, -0.17, 0.00, 0.03, 0.05, 0.07, 0.12, 0.06, 0.06, 0.04, 0.06, 0.05, 0.06, 0.06, 0.05, 0.06, 0.05, 0.06, 0.09, 0.05, 0.09, 0.05, 0.06, 0.04, 0.08, 0.05, 0.05, 0.06, 0.05, 0.06, 0.03, 0.05, 0.05, 0.05, 0.06, 0.05, 0.07, 0.11, 0.07, 0.08, 0.12, 0.06, 0.06, 0.05, 0.09, 0.01, 0.01, 0.05, 0.07, 0.05, 0.03, 0.03, 0.05, 0.06, 0.11, 0.06, 0.02, 0.05, 0.05],
  "max_force_ev_per_a": 6.2,
  "homo_lumo_gap_ev": 6.8
}